1.
20
Properties=species:S:1:pos:R:3 method="wB97M-V/def2-TZVPD" homo_lumo_gap_ev="7.3 / 8.0" spin_multiplicity=3 lumo_energy_ev="0.730 / -1.083" max_force_ha_per_bohr=0.0899 energy_ev=-21996.553
B 1.969 0.480 0.336
C -3.354 1.180 0.081
C -3.522 -0.155 -0.256
C -2.106 1.677 0.310
C -2.558 -1.099 -0.209
C -1.049 0.732 0.453
C -1.180 -0.606 0.280
C -0.025 -1.578 0.445
C 4.294 0.601 -0.120
O 3.121 1.091 0.441
S 1.618 -1.144 -0.352
H -4.102 1.977 0.265
H -4.570 -0.510 -0.557
H -1.738 2.687 0.489
H -2.878 -2.080 -0.410
H 0.153 -1.684 1.490
H -0.217 -2.639 0.113
H 4.269 -0.463 -0.122
H 5.178 0.863 0.606
H 4.531 1.048 -1.153


2.
26
Properties=species:S:1:pos:R:3 method="wB97M-V/def2-TZVPD" homo_lumo_gap_ev=6.6 lumo_energy_ev=-5.130 max_force_ha_per_bohr=0.1158 total_charge=+1 energy_ev=-32887.278
O 0.708 0.482 -5.375
C 0.516 0.103 -4.306
Be -0.680 0.375 -1.874
O -2.413 1.011 -4.026
C -1.535 0.684 -3.344
C -1.727 -0.991 -1.302
O -2.683 -1.069 -0.588
C 0.522 -2.269 -1.793
O 0.841 -2.585 -0.636
C -0.933 -2.143 -2.148
O -1.470 -3.005 -2.825
H 1.194 -2.247 -2.702
C 1.195 2.041 3.039
N 0.597 2.027 1.707
C 0.489 0.932 0.924
S 0.719 1.359 -0.785
N 0.250 -0.285 1.434
C -0.098 -0.550 2.845
H 0.415 2.019 3.804
H 1.711 2.995 3.151
H 1.941 1.256 3.214
H 0.728 2.892 1.162
H 0.286 -1.103 0.797
H -0.799 0.206 3.245
H -0.576 -1.535 2.908
H 0.806 -0.600 3.473


3.
55
Properties=species:S:1:pos:R:3 method="wB97M-V/def2-TZVPD" homo_lumo_gap_ev=2.1 lumo_energy_ev=-2.397 max_force_ha_per_bohr=0.1365 energy_ev=-360338.337
O 2.585 0.864 1.214
C 1.584 0.877 0.471
O 0.282 0.919 1.077
C -0.352 -0.029 0.208
O -1.557 0.162 -0.047
C 0.546 -0.680 -0.879
P 0.184 -2.119 -1.964
O -1.390 -2.715 -1.947
Br 1.229 -3.725 -0.641
C 1.699 0.199 -0.911
C 2.803 0.384 -1.975
C 3.868 -0.727 -2.229
C 3.455 -1.942 -3.167
Br 2.372 -1.501 -4.757
H -1.456 -3.465 -1.316
H 3.349 1.367 -1.745
H 2.234 0.616 -2.945
H 4.260 -1.121 -1.229
H 4.773 -0.231 -2.728
H 2.949 -2.747 -2.565
H 4.422 -2.410 -3.552
K 1.776 -2.677 -7.110
F -3.005 1.820 4.111
P -3.284 0.525 3.217
F -3.380 1.512 1.959
F -2.867 -0.969 3.614
F -1.683 0.487 2.953
F -4.419 -0.147 2.242
F -4.382 0.433 4.390
C 5.127 3.233 1.798
F 4.055 3.545 1.036
F 4.938 3.854 2.981
F 5.037 1.917 2.049
S 6.732 3.700 0.993
O 6.653 5.153 0.797
O 6.767 2.953 -0.257
O 7.765 3.304 1.934
K 6.812 7.273 -0.146
N -3.879 3.775 6.582
O -3.352 2.669 6.819
O -3.186 4.714 6.139
O -5.100 3.940 6.783
Mg -0.306 2.380 2.617
F -5.348 -2.316 0.217
P -6.362 -1.458 -0.720
F -5.197 -0.354 -0.822
F -7.607 -2.106 -1.547
F -5.646 -2.200 -1.974
F -7.155 -0.059 -0.806
F -7.225 -1.770 0.614
Li -6.744 -4.118 -0.831
O 1.026 -6.763 -6.968
H 0.794 -7.184 -7.804
H 0.793 -7.421 -6.303
Br -5.986 0.378 3.067


4.
22
Properties=species:S:1:pos:R:3 method="wB97M-V/def2-TZVPD" de_lowest_ev=2.787 homo_lumo_gap_ev="8.2 / 7.8" lumo_energy_ev="-0.706 / -0.811" max_force_ha_per_bohr=0.1027 energy_ev=-95456.129
C -2.393 0.309 -0.846
C -1.301 0.440 -1.594
C -1.321 0.693 1.247
C 1.113 -0.569 -1.255
C 1.609 -0.261 1.533
C -1.957 -0.412 0.392
C -0.165 -0.119 -0.712
C -0.089 1.032 0.331
O 3.586 0.058 -0.253
O 2.716 -2.118 0.008
O -0.832 -1.195 -0.002
S 2.434 -0.736 0.035
Br 0.661 2.668 0.011
H -3.321 0.699 -1.017
H -1.028 0.950 -2.564
H -1.828 1.664 1.324
H -1.076 0.384 2.170
H 1.173 -1.515 -1.678
H 1.574 0.085 -2.153
H 2.140 0.037 2.402
H 0.856 -0.928 1.809
H -2.551 -1.167 0.813


5.
21
Properties=species:S:1:pos:R:3 method="wB97M-V/def2-TZVPD" de_lowest_ev=2.435 homo_lumo_gap_ev=9.9 lumo_energy_ev=0.697 max_force_ha_per_bohr=0.0927 smiles=Cc1cccc(Cl)c1C[SiH](Cl)Cl energy_ev=-53888.515
C -0.800 1.423 -1.230
C -0.783 0.041 -0.610
C -1.570 -1.004 -1.166
C -1.580 -2.249 -0.563
C -0.745 -2.530 0.535
C -0.106 -1.501 1.141
Cl 0.992 -1.915 2.418
C -0.080 -0.242 0.545
C 0.862 1.129 1.406
Si 2.310 1.417 0.287
Cl 2.023 3.413 -0.097
Cl 2.383 0.206 -1.335
H -0.628 1.263 -2.232
H -1.842 1.855 -1.271
H -0.204 2.202 -0.838
H -2.093 -0.840 -2.087
H -2.087 -3.105 -0.957
H -0.788 -3.460 0.980
H 0.043 1.874 1.758
H 1.136 0.632 2.351
H 3.556 1.390 0.964